No. 1
This record from the Open Molecules 2025 dataset describes a molecular structure, C32H28CdN6O3S3 in a non-equilibrium geometry. The level of theory is the ωB97M-V functional and the def2-TZVPD basis.

**Kohn-Sham gap**: 7.431 eV
**Net charge**: 0
**2S+1**: 1
**Electronic energy**: -3152.83852 Eh
**HOMO level**: -7.53 eV
**ΔE to the lowest compared entry with this formula, charge and spin**: 33.1 kJ/mol

Geometry as XYZ:
```
73
Properties=species:S:1:pos:R:3:lowdin_charge:R:1
Cd 0.136 0.895 -0.620 1.4170
C 2.113 3.592 2.282 -0.0258
C 1.647 2.888 1.040 -0.2716
N 0.585 2.151 1.019 -0.0748
N -0.198 1.997 2.087 0.0523
C -1.230 1.170 1.860 -0.4722
O -1.480 0.568 0.787 -0.1540
C -2.123 0.974 3.025 -0.1576
C -3.082 -0.032 2.973 -0.0488
C -3.941 -0.235 4.035 -0.0815
C -3.851 0.571 5.158 -0.0925
C -2.893 1.571 5.220 -0.0836
C -2.025 1.768 4.163 -0.0292
C 2.381 2.985 -0.217 -0.2182
C 3.560 3.733 -0.351 -0.0067
C 4.190 3.795 -1.578 -0.0575
C 3.625 3.136 -2.661 -0.0541
C 2.463 2.411 -2.445 -0.1291
N 1.866 2.333 -1.273 0.0368
H 3.149 3.336 2.500 0.0806
H 1.484 3.263 3.105 0.0620
H 2.022 4.672 2.179 0.0870
H -3.130 -0.650 2.089 0.0954
H -4.680 -1.022 3.992 0.1019
H -4.526 0.418 5.987 0.0977
H -2.828 2.195 6.100 0.0985
H -1.272 2.537 4.196 0.1013
H 3.975 4.247 0.500 0.1051
H 5.109 4.351 -1.690 0.1091
H 4.080 3.176 -3.637 0.1016
H 1.986 1.861 -3.247 0.1043
O 1.227 -0.950 -0.724 -0.3896
C 0.801 -2.084 -0.048 -0.6492
C -0.311 -2.772 -0.802 -0.4829
C -0.267 -3.906 -1.555 -0.1263
C -1.483 -4.175 -2.223 -0.1834
C -2.425 -3.229 -1.975 -0.3937
S -1.855 -1.999 -0.912 1.0431
C 0.360 -1.786 1.373 -0.4784
C 0.998 -0.985 2.269 -0.1358
C 0.429 -1.038 3.562 -0.1720
C -0.606 -1.909 3.640 -0.3975
S -0.920 -2.670 2.131 1.0461
C 2.015 -2.962 0.174 -0.4575
C 2.176 -4.197 0.721 -0.1264
C 3.532 -4.489 0.995 -0.1893
C 4.365 -3.473 0.654 -0.4111
S 3.515 -2.136 -0.025 1.0689
H 0.603 -4.538 -1.608 0.1124
H -1.643 -5.027 -2.863 0.0977
H -3.435 -3.188 -2.333 0.0593
H 1.852 -0.383 2.004 0.1103
H 0.787 -0.458 4.393 0.1070
H -1.210 -2.164 4.489 0.0672
H 1.358 -4.863 0.928 0.1128
H 3.857 -5.405 1.456 0.0957
H 5.430 -3.426 0.765 0.0527
C -3.364 2.400 -4.135 -0.0173
N -2.380 1.363 -3.944 -0.0508
C -2.306 0.272 -4.730 -0.0453
C -1.341 -0.664 -4.568 0.0015
C -0.408 -0.470 -3.498 -0.4056
N -0.556 0.576 -2.691 0.0628
C -1.509 1.507 -2.851 -0.5501
O -1.621 2.461 -2.102 0.0252
N 0.631 -1.261 -3.269 0.1910
H -3.904 2.236 -5.064 0.0899
H -2.860 3.366 -4.165 0.0993
H -4.059 2.415 -3.295 0.1021
H -3.061 0.187 -5.498 0.1313
H -1.283 -1.532 -5.201 0.1083
H 0.705 -2.136 -3.762 0.1160
H 1.057 -1.166 -2.292 0.0677
```

No. 2
This record from the Open Molecules 2025 dataset describes a molecular structure, C32H28F5N6O2RuS in a non-equilibrium geometry. The level of theory is the ωB97M-V functional and the def2-TZVPD basis.

**Kohn-Sham gap (spin up / spin down)**: 6.465 / 6.242 eV
**Net charge**: +2
**2S+1**: 2
**Electronic energy**: -2707.13288 Eh
**HOMO level (spin up / spin down)**: -13.17 / -13.16 eV
**ΔE to the lowest compared entry with this formula, charge and spin**: 241.3 kJ/mol

Geometry as XYZ:
```
75
Properties=species:S:1:pos:R:3:lowdin_charge:R:1
Ru -0.320 -0.082 -0.408 1.1972
C -2.975 1.456 -1.430 -0.1483
C -2.144 2.047 -2.563 -0.0905
C -1.273 1.048 -3.268 -0.2512
C -0.961 1.226 -4.610 0.0126
C -0.219 0.272 -5.279 -0.0068
C 0.180 -0.869 -4.594 -0.0295
C -0.154 -0.981 -3.262 -0.1512
N -0.846 -0.032 -2.599 0.0096
N -2.258 1.288 -0.150 -0.2024
C -1.835 2.573 0.428 -0.1037
C -0.546 3.087 -0.110 -0.2821
C -0.266 4.444 -0.086 0.0122
C 0.948 4.891 -0.576 -0.0046
C 1.829 3.964 -1.112 -0.0102
C 1.475 2.630 -1.099 -0.0924
N 0.320 2.190 -0.579 0.0427
C -3.147 0.638 0.823 -0.1250
C -2.361 0.165 2.006 -0.2688
C -2.876 0.198 3.290 0.0153
C -2.098 -0.258 4.342 -0.0065
C -0.832 -0.754 4.077 -0.0106
C -0.396 -0.777 2.766 -0.1305
N -1.137 -0.309 1.753 0.0106
H -3.342 0.476 -1.731 0.1256
H -3.848 2.100 -1.273 0.1430
H -1.531 2.878 -2.213 0.1143
H -2.830 2.466 -3.299 0.1380
H -1.323 2.106 -5.126 0.1317
H 0.036 0.405 -6.322 0.1289
H 0.731 -1.657 -5.087 0.1256
H 0.114 -1.863 -2.694 0.0799
H -1.709 2.438 1.504 0.1441
H -2.616 3.328 0.289 0.1521
H -0.994 5.139 0.309 0.1336
H 1.197 5.943 -0.550 0.1302
H 2.776 4.264 -1.536 0.1250
H 2.128 1.889 -1.530 0.0982
H -3.639 -0.208 0.349 0.1275
H -3.936 1.323 1.150 0.1485
H -3.874 0.580 3.462 0.1315
H -2.476 -0.221 5.355 0.1286
H -0.189 -1.117 4.865 0.1231
H 0.566 -1.199 2.511 0.0702
F -4.475 -5.830 -0.624 0.1649
C -3.402 -5.069 -0.494 -0.1293
C -3.484 -3.704 -0.702 -0.1390
F -4.637 -3.125 -1.031 0.1365
C -2.350 -2.933 -0.561 -0.2180
F -2.456 -1.599 -0.809 -0.0076
C -1.121 -3.448 -0.188 -0.4858
S 0.324 -2.473 0.006 0.7679
C -1.065 -4.824 0.010 -0.2362
F 0.096 -5.379 0.347 0.1065
C -2.181 -5.628 -0.152 -0.1303
F -2.083 -6.936 0.017 0.1621
O 3.407 -0.738 5.103 -0.0391
C 4.608 -0.472 4.403 -0.2240
N 4.310 -0.670 3.007 0.1058
C 4.479 0.295 2.073 -0.4572
O 5.029 1.357 2.253 0.1164
C 3.879 -0.035 0.728 -0.0860
C 4.651 -0.250 -0.405 0.0562
C 4.015 -0.505 -1.613 0.0069
C 2.634 -0.494 -1.661 -0.1244
N 1.897 -0.242 -0.576 -0.1392
C 2.504 -0.032 0.596 -0.0976
H 3.594 -0.798 6.046 0.0989
H 5.405 -1.148 4.723 0.1375
H 4.939 0.560 4.519 0.1316
H 3.845 -1.533 2.771 0.1521
H 5.731 -0.236 -0.342 0.1451
H 4.586 -0.708 -2.507 0.1285
H 2.104 -0.689 -2.582 0.0993
H 1.868 0.162 1.450 0.1121
```

No. 3
This record from the Open Molecules 2025 dataset describes a molecular structure, C32H28N7O4SSr. The level of theory is the ωB97M-V functional and the def2-TZVPD basis.

**Kohn-Sham gap**: 6.524 eV
**Net charge**: -1
**2S+1**: 1
**Electronic energy**: -2349.56649 Eh
**HOMO level**: -4.43 eV
**ΔE to the lowest compared entry with this formula, charge and spin**: 61.5 kJ/mol

Geometry as XYZ:
```
73
Properties=species:S:1:pos:R:3:lowdin_charge:R:1
Sr 0.740 -1.191 -0.276 1.4288
O 2.950 -0.244 -0.307 -0.2597
C 3.360 0.967 -0.295 -0.4253
C 4.460 1.340 0.534 -0.0382
C 4.924 2.633 0.607 -0.1535
C 4.323 3.656 -0.134 -0.1340
C 3.271 3.320 -0.969 -0.0822
C 2.771 2.019 -1.077 -0.1566
C 1.654 1.814 -2.009 -0.1201
N 0.889 0.792 -1.999 -0.0937
N -0.184 0.826 -2.886 0.0417
C -0.735 -0.369 -2.989 -0.5335
O -0.298 -1.466 -2.532 -0.2013
C -2.080 -0.386 -3.668 -0.1415
C -2.653 0.762 -4.210 -0.0429
C -3.935 0.721 -4.737 -0.1025
C -4.663 -0.464 -4.721 -0.1156
C -4.096 -1.610 -4.182 -0.0955
C -2.809 -1.571 -3.662 -0.0345
H 4.921 0.543 1.106 0.1130
H 5.789 2.854 1.231 0.0890
H 4.691 4.673 -0.089 0.0813
H 2.808 4.091 -1.580 0.0994
H 1.458 2.605 -2.740 0.1151
H -2.079 1.678 -4.192 0.1006
H -4.374 1.618 -5.157 0.0919
H -5.666 -0.491 -5.129 0.0894
H -4.656 -2.538 -4.162 0.0944
H -2.348 -2.449 -3.226 0.1070
N -3.688 -0.832 -0.162 0.1316
C -3.045 0.392 -0.269 -0.2940
C -3.874 1.488 -0.575 -0.0229
C -3.327 2.744 -0.634 -0.0764
C -1.965 2.895 -0.397 -0.0625
C -1.239 1.756 -0.133 -0.1584
N -1.742 0.518 -0.058 0.1246
C -3.238 -2.145 -0.268 -0.3039
C -4.233 -3.124 -0.425 -0.0299
C -3.846 -4.435 -0.568 -0.0812
C -2.492 -4.744 -0.560 -0.0616
C -1.600 -3.707 -0.386 -0.1576
N -1.948 -2.426 -0.232 0.1109
H -4.678 -0.756 -0.320 0.1204
H -4.926 1.329 -0.779 0.1069
H -3.949 3.597 -0.876 0.1039
H -1.475 3.857 -0.447 0.1018
H -0.172 1.824 0.004 0.0574
H -5.278 -2.841 -0.444 0.1041
H -4.594 -5.209 -0.691 0.1019
H -2.133 -5.757 -0.667 0.1020
H -0.539 -3.910 -0.369 0.0738
C 2.016 -4.440 3.386 -0.1428
O 2.003 -3.535 2.284 -0.2386
C 0.745 -3.315 1.663 -0.4549
O -0.187 -3.935 2.151 -0.0941
H 3.047 -4.473 3.735 0.0723
H 1.685 -5.435 3.083 0.0722
H 1.354 -4.101 4.186 0.0741
N 4.860 3.106 4.035 0.1039
C 4.102 2.233 4.718 -0.8526
S 4.330 1.856 6.301 0.6258
C 3.025 1.638 3.871 -0.2495
C 2.347 2.437 2.963 -0.0184
C 1.478 1.828 2.078 -0.1289
N 1.257 0.516 2.048 0.0518
C 1.862 -0.236 2.972 -0.0921
C 2.747 0.282 3.906 -0.0035
H 5.654 3.511 4.503 0.0970
H 4.805 3.139 3.026 0.0652
H 2.514 3.504 2.921 0.1184
H 0.979 2.434 1.336 0.0930
H 1.674 -1.301 2.921 0.0841
H 3.248 -0.362 4.616 0.1057
```